Run P
Molecular formula: C4H12
Method: DFT, the ωB97M-V functional and the def2-TZVPD basis

E_HOMO: -11.66 eV
Kohn-Sham gap: 12.84 eV
LUMO: 1.2 eV

Geometry as ORCA input:
```
! RIJCOSX wB97M-V def2-TZVPD def2/J DEFGRID3
* xyz 0 1
C 0.3574 -1.3871 -1.4682
C -1.0235 -1.8013 -0.8573
H 0.4577 -0.2932 -1.5678
H 0.4539 -1.8418 -2.4684
H 1.1780 -1.7591 -0.8319
H -1.1132 -1.4581 0.1871
H -1.0565 -2.9038 -0.8694
H -1.8851 -1.4173 -1.4290
C -0.3961 1.6188 1.3892
C 1.0510 1.5550 0.9431
H -0.5411 1.5371 2.4795
H -1.0560 0.8888 0.8909
H -0.6894 2.6331 1.0703
H 1.5646 0.7379 1.4772
H 1.5465 2.5072 1.1967
H 1.1518 1.3839 -0.1419
*
```

---

Run Q
Molecular formula: C4H12
Method: DFT, the ωB97M-V functional and the def2-TZVPD basis

E_HOMO: -11.39 eV
Kohn-Sham gap: 12.47 eV
LUMO: 1.1 eV

Geometry as ORCA input:
```
! RIJCOSX wB97M-V def2-TZVPD def2/J DEFGRID3
* xyz 0 1
C -0.1703 2.3701 -1.4087
C -0.5545 0.8687 -1.7007
H 0.6676 2.3325 -0.7401
H -0.0567 2.8672 -2.3710
H -0.9533 3.0451 -0.9170
H -0.0177 0.4317 -0.8313
H -0.1968 0.4640 -2.6322
H -1.6298 0.7410 -1.6599
C 0.7662 -1.8617 0.9013
C -0.0518 -1.4124 2.1721
H 0.7569 -1.1744 0.0564
H 1.8149 -1.8017 1.2960
H 0.5849 -3.0520 0.5958
H -1.1457 -1.5590 2.0788
H -0.0720 -0.3861 2.1914
H 0.3099 -1.6968 3.1495
*
```

---

Run R
Molecular formula: C4H12
Method: DFT, the ωB97M-V functional and the def2-TZVPD basis

E_HOMO: -11.45 eV
Kohn-Sham gap: 12.54 eV
LUMO: 1.1 eV

Geometry as ORCA input:
```
! RIJCOSX wB97M-V def2-TZVPD def2/J DEFGRID3
* xyz 0 1
C 1.0489 -2.1687 -0.4352
C 1.5347 -1.7926 0.9963
H 0.1348 -1.6345 -0.6873
H 1.5877 -2.1371 -1.3859
H 0.7741 -3.2138 -0.2871
H 2.5167 -1.2836 0.9411
H 0.8635 -1.1376 1.5334
H 1.7528 -2.6917 1.5668
C -0.7340 2.5146 -0.4340
C -1.8276 1.5062 -0.1339
H -0.1891 2.8129 0.4656
H 0.0557 2.1005 -1.0529
H -1.1916 3.3249 -0.9883
H -2.8716 1.8244 -0.0388
H -1.8923 0.6013 -0.7437
H -1.5810 1.0148 0.8221
*
```

---

Run S
Molecular formula: C4H12
Method: DFT, the ωB97M-V functional and the def2-TZVPD basis

E_HOMO: -11.41 eV
Kohn-Sham gap: 12.56 eV
LUMO: 1.2 eV

Geometry as ORCA input:
```
! RIJCOSX wB97M-V def2-TZVPD def2/J DEFGRID3
* xyz 0 1
C -0.5585 1.2427 0.6943
C -0.1793 2.4789 1.5817
H 0.3950 0.7932 0.3354
H -0.9804 0.4742 1.2513
H -1.2702 1.4756 -0.0813
H 0.7250 2.2913 2.1861
H -0.9057 2.9709 2.1468
H 0.3270 3.1136 0.8359
C 0.9074 -1.3815 -1.0643
C -0.4088 -2.2801 -1.0736
H 0.7922 -0.5929 -1.7600
H 1.1808 -0.9721 -0.0671
H 1.7770 -1.9558 -1.3867
H -1.0537 -2.1828 -0.2262
H 0.0393 -3.3472 -1.2285
H -0.7871 -2.1281 -2.1438
*
```

---

run P comes first in stability; the runner-up is 0.0204 hartree higher.